Record 1
49
Properties=species:S:1:pos:R:3:forces:R:3 method="wB97M-V/def2-TZVPD" charge=-1 largest_force_ev_per_a=2.198 total_energy_ha=-2158.41498
C -5.720291 1.919776 2.791503 -0.053 -0.240 0.241
C -4.279726 2.323863 2.531201 0.323 -0.265 -0.351
O -3.491529 1.195037 2.040628 -0.643 0.726 0.344
C -2.160495 1.537127 1.858781 1.738 -0.414 -0.546
C -1.232730 0.413683 1.648264 -1.900 0.775 0.038
C 0.069624 0.518122 2.197688 1.351 0.730 0.588
C 0.744466 1.792831 2.242907 0.272 -0.091 0.309
C 1.947291 1.956121 2.922891 -0.931 -1.990 -0.061
Cl 2.566675 3.529543 3.161214 0.523 1.003 0.010
C 2.628456 0.861498 3.489248 -0.051 0.191 -0.195
C 2.038977 -0.399366 3.399304 -0.062 0.482 0.059
C 0.772938 -0.544446 2.852321 -0.499 0.112 -0.522
O -1.827976 2.724882 1.931045 -0.699 -0.406 0.223
H -6.288888 2.825796 3.021712 0.013 0.006 -0.119
H -6.206402 1.412745 1.951941 0.212 0.100 0.017
H -5.813410 1.284948 3.678496 0.108 -0.117 -0.178
H -4.260195 3.141196 1.785959 0.209 -0.348 0.428
H -3.835664 2.676606 3.482936 -0.079 0.002 -0.625
H -1.648981 -0.533046 1.312983 -0.093 0.184 0.884
H 0.247984 2.662165 1.817125 0.224 -0.333 0.120
H 3.556077 1.006085 4.030009 0.018 0.033 -0.134
H 2.554541 -1.268450 3.814042 -0.223 0.294 0.024
H 0.241019 -1.470914 3.038346 0.158 0.040 -0.293
C 0.456897 -5.512029 0.583472 0.174 -0.361 -0.435
C 0.325883 -4.002189 0.747895 -0.012 0.885 0.048
C -0.813496 -3.755993 1.755016 0.032 0.122 0.561
C 1.712250 -3.432412 1.088218 0.297 -0.566 0.141
C 2.488926 -2.838571 0.090926 0.383 0.111 -0.297
C 3.838604 -2.545778 0.306397 -0.374 -0.180 0.165
C 4.439158 -2.894779 1.513509 -0.111 0.056 -0.156
C 3.667358 -3.467686 2.523258 -0.159 -0.073 -0.106
C 2.313804 -3.724946 2.316398 -0.004 0.107 -0.255
O -0.035498 -3.419422 -0.530311 -0.491 0.432 -0.511
S -0.320894 -1.710780 -0.387837 0.452 -0.785 0.561
C -1.063121 -1.437635 -1.981196 -0.394 0.486 0.070
F -2.240536 -2.093567 -2.130508 0.627 0.403 -0.396
F -1.310211 -0.083779 -2.029228 0.227 -1.559 -0.234
F -0.258904 -1.773364 -3.017141 -0.673 0.198 0.275
H 0.761630 -5.958399 1.543605 -0.123 0.276 -0.292
H -0.496504 -5.960409 0.284759 0.056 0.143 0.033
H 1.216576 -5.784390 -0.154400 -0.062 0.140 -0.006
H -1.007113 -4.670514 2.331974 -0.036 0.213 -0.160
H -0.599220 -2.963336 2.478872 -0.074 -0.169 -0.313
H -1.724990 -3.470216 1.214221 0.237 -0.196 0.142
H 2.083017 -2.608231 -0.900090 0.059 -0.199 0.606
H 4.390070 -2.063960 -0.502351 0.012 -0.175 0.322
H 5.504945 -2.739831 1.651164 -0.135 0.083 0.102
H 4.120920 -3.736997 3.472158 -0.013 0.063 -0.077
H 1.707489 -4.183251 3.097498 0.191 0.072 -0.048

Record 2
50
Properties=species:S:1:pos:R:3:forces:R:3 method="wB97M-V/def2-TZVPD" relative_energy_kcal_mol=0.0 smiles="CN(C)c1nc(NCc2ccccc2)nc(SCC(=O)Nc2ccccc2Cl)n1" largest_force_ev_per_a=0.556 total_energy_ha=-2036.98068
C 3.369135 3.834411 -1.866264 0.119 -0.088 -0.239
N 2.592042 3.770495 -0.657085 0.068 0.115 -0.055
C 2.516921 4.972297 0.131833 -0.072 0.191 0.218
C 1.963852 2.651414 -0.287586 -0.223 -0.500 0.094
N 2.079012 1.567324 -1.063051 0.142 0.004 -0.234
C 1.408954 0.495864 -0.655888 -0.017 0.331 0.101
N 1.471637 -0.591725 -1.436913 0.141 -0.054 -0.183
C 0.950798 -1.890932 -1.080996 -0.082 -0.123 0.064
C 2.028180 -2.796547 -0.535198 -0.055 -0.072 -0.075
C 2.744240 -2.411870 0.592134 0.015 0.001 0.012
C 3.747068 -3.219017 1.096268 -0.005 0.059 0.058
C 4.043411 -4.423202 0.479069 0.051 -0.108 -0.021
C 3.334355 -4.813752 -0.643320 0.090 -0.106 0.014
C 2.333755 -4.001974 -1.150217 -0.101 0.100 0.033
N 0.653859 0.441046 0.455281 0.225 -0.262 -0.023
C 0.644446 1.563251 1.159772 0.085 -0.217 -0.090
S -0.274146 1.583312 2.652374 -0.068 -0.175 0.249
C -0.739245 -0.179278 2.816679 0.061 0.455 0.049
C -2.090335 -0.495019 2.191090 0.392 0.005 0.108
O -3.020181 -0.893772 2.854621 -0.226 -0.068 0.201
N -2.098900 -0.291687 0.847874 0.238 0.135 -0.465
C -3.164831 -0.417331 -0.036091 -0.240 -0.031 -0.074
C -4.395530 -0.957269 0.335216 -0.061 -0.058 0.131
C -5.423630 -1.067047 -0.581607 0.044 0.039 -0.106
C -5.250518 -0.646043 -1.888684 -0.032 0.001 -0.042
C -4.037491 -0.104209 -2.277091 0.004 -0.018 0.041
C -3.009951 0.009625 -1.359794 -0.090 0.001 0.033
Cl -1.503439 0.717069 -1.877107 -0.176 -0.004 -0.115
N 1.258597 2.681689 0.859241 -0.118 0.307 0.315
H 4.406486 4.088452 -1.633561 -0.001 0.014 -0.028
H 2.962739 4.598495 -2.533958 0.029 0.003 -0.006
H 3.330716 2.864589 -2.354346 0.087 0.153 -0.050
H 2.072170 5.779475 -0.455640 0.020 0.019 0.015
H 3.518405 5.277171 0.445713 -0.009 0.031 -0.003
H 1.903011 4.775484 1.006518 0.095 0.159 -0.061
H 2.115481 -0.530790 -2.209905 -0.020 0.067 0.050
H 0.178149 -1.734420 -0.324783 0.004 -0.073 -0.185
H 0.490613 -2.337689 -1.967266 -0.022 0.020 0.136
H 2.512645 -1.471619 1.071404 -0.022 0.111 0.066
H 4.297154 -2.910219 1.972890 0.043 0.026 0.073
H 4.825516 -5.055014 0.872882 0.064 -0.055 0.027
H 3.562209 -5.751483 -1.128304 0.025 -0.076 -0.038
H 1.782930 -4.309803 -2.027747 -0.063 -0.021 -0.098
H -0.789170 -0.378698 3.885726 -0.054 -0.037 -0.102
H 0.054006 -0.762567 2.350013 -0.041 -0.046 0.086
H -1.216600 0.029582 0.439509 -0.159 -0.145 0.220
H -4.531516 -1.280837 1.353487 0.015 -0.006 0.003
H -6.367390 -1.486611 -0.268794 -0.081 -0.041 0.040
H -6.052351 -0.732695 -2.605231 -0.070 -0.004 -0.072
H -3.884527 0.236019 -3.289346 0.051 0.042 -0.073

Record 3
56
Properties=species:S:1:pos:R:3:forces:R:3 method="wB97M-V/def2-TZVPD" charge=-2 s2=15.79 largest_force_ev_per_a=0.768 total_energy_ha=-2865.49735 spin_multiplicity=8
Eu 0.288277 -0.214534 -0.287586 -0.240 0.378 0.016
C 1.887219 4.720287 -1.695586 -0.008 -0.044 -0.060
N 1.130766 4.650434 -0.466184 -0.022 0.022 0.033
C -0.043459 5.525177 -0.507219 0.063 -0.073 -0.006
C 0.917144 3.356214 0.046115 -0.045 -0.005 -0.316
N 1.145418 2.264766 -0.569541 0.258 0.277 0.251
N 0.455564 3.421624 1.342453 -0.046 -0.105 0.315
C -0.133302 2.445602 2.131863 0.056 -0.053 -0.332
N -0.474709 2.942831 3.366735 -0.034 0.024 0.173
N -0.298274 1.237559 1.730517 -0.094 0.316 0.436
H 2.206105 5.752814 -1.845551 -0.022 0.009 -0.015
H 1.296243 4.411411 -2.571249 0.020 0.008 0.001
H 2.776342 4.092496 -1.634051 -0.006 0.010 0.045
H 0.283969 6.560591 -0.611539 -0.007 0.012 -0.007
H -0.631402 5.441683 0.404414 -0.006 0.006 0.010
H -0.689329 5.263589 -1.356550 -0.023 0.041 0.009
H 1.410987 2.443125 -1.531509 -0.096 0.006 -0.036
H 0.557101 4.322799 1.797612 0.026 0.012 -0.045
H -0.744191 3.931182 3.401422 0.034 0.080 -0.023
H -1.106913 2.365294 3.905624 -0.006 -0.052 -0.051
H -0.813725 0.725493 2.442774 -0.007 -0.066 -0.086
N -4.434884 -1.343212 0.240667 0.075 0.033 0.000
C -3.955777 -2.475062 0.869157 -0.008 -0.006 -0.038
C -2.650383 -2.206167 1.144752 -0.072 -0.014 0.021
N -2.324643 -0.942356 0.714354 0.040 -0.044 0.016
C -3.410867 -0.456493 0.172558 0.033 0.097 0.030
H -5.340234 -1.208604 -0.168601 -0.028 -0.030 0.035
H -4.565829 -3.345991 1.028117 -0.001 -0.014 0.005
H -1.912609 -2.848266 1.592737 0.017 -0.018 -0.003
H -3.484208 0.509358 -0.304149 -0.014 -0.005 -0.016
F -2.143248 -1.332529 -6.988899 -0.017 0.026 0.006
C -2.070731 -0.629451 -5.840176 0.002 0.016 0.068
C -3.073761 0.255033 -5.486324 0.012 0.018 0.002
F -4.133574 0.416554 -6.307069 0.058 -0.029 0.029
C -2.993782 0.969628 -4.304511 -0.096 0.014 -0.054
F -4.012906 1.809253 -4.039950 0.050 -0.046 -0.011
C -1.924817 0.859810 -3.407494 0.076 0.073 0.158
S -1.797540 1.776440 -1.932874 -0.020 -0.160 -0.360
C -0.941424 -0.053865 -3.813186 0.063 -0.111 0.030
F 0.140765 -0.256958 -3.031896 -0.022 0.116 -0.144
C -0.990570 -0.781592 -4.987032 -0.125 0.095 0.013
F -0.007006 -1.629879 -5.317263 0.003 0.006 0.011
F 6.577062 -0.941910 2.349141 -0.030 0.006 -0.012
C 5.327815 -0.791480 1.778648 0.117 -0.022 0.048
C 4.599090 0.342815 2.058136 -0.069 -0.012 -0.046
C 3.340207 0.471933 1.463189 0.105 0.034 0.013
C 2.767336 -0.483466 0.604285 0.074 -0.099 0.093
C 3.581105 -1.610491 0.389886 0.093 -0.003 0.020
C 4.850550 -1.783514 0.952226 -0.064 0.046 -0.011
H 5.006196 1.099061 2.720738 0.011 0.000 0.005
H 2.786068 1.380634 1.697695 -0.015 -0.023 -0.017
H 3.215223 -2.412842 -0.248489 -0.024 -0.009 -0.004
H 5.455949 -2.663395 0.762104 0.008 -0.013 -0.004
C -0.069004 -2.680129 -0.808909 -0.022 -0.739 -0.208
H 0.276364 -3.581908 -0.261217 0.004 0.009 -0.012
H -0.678945 -3.101615 -1.637427 -0.009 0.004 0.026

Record 4
55
Properties=species:S:1:pos:R:3:forces:R:3 method="wB97M-V/def2-TZVPD" relative_energy_kcal_mol=23.1 s2=15.80 largest_force_ev_per_a=3.228 total_energy_ha=-3006.64724 spin_multiplicity=8
Eu 0.232265 2.197753 0.492390 -1.315 0.683 -2.868
O -2.482858 -0.803957 -2.055314 -0.263 -0.060 0.245
C -1.873697 -0.717898 -1.016442 0.199 -0.223 -0.262
C -0.032173 -2.615678 -1.230350 0.004 0.183 -0.410
O 0.706143 -3.411574 -0.688084 -0.282 -0.261 0.049
C 0.803364 -0.165188 0.015219 0.604 -0.696 -1.594
C -1.041463 0.126713 1.023003 -1.206 -0.842 -0.688
O -0.725367 1.005811 1.941557 -0.808 -0.282 1.984
C -1.730981 0.464423 -0.143301 -0.121 0.579 0.985
O -1.938255 1.707708 -0.479327 -0.407 0.248 -0.002
O 1.575083 0.479893 0.807729 0.900 -0.897 0.723
C 3.447571 1.126016 3.464586 0.001 -0.070 0.112
N 2.922985 2.205516 2.638560 0.005 0.164 -0.040
C 3.703354 2.592184 1.468852 0.095 0.008 -0.039
C 1.713583 2.711171 2.837035 0.412 0.232 0.583
C 0.987568 2.381781 4.103286 -0.083 -0.027 0.059
O 1.181049 3.472449 1.977131 0.905 0.619 1.342
H 4.263031 0.650395 2.927675 -0.023 -0.004 -0.036
H 2.679816 0.375749 3.641281 0.009 0.001 -0.015
H 3.828659 1.496129 4.418197 -0.004 0.021 -0.019
H 3.575698 1.868656 0.661832 -0.052 -0.005 0.021
H 4.755452 2.623568 1.747577 -0.012 0.011 0.037
H 3.398000 3.581052 1.138148 -0.016 -0.014 -0.019
H 1.658919 2.242035 4.947321 0.018 0.002 -0.022
H 0.406056 1.469867 3.946116 0.015 -0.008 -0.045
H 0.287232 3.184614 4.319310 0.006 0.017 -0.052
S -0.186076 -3.648072 -3.812992 0.347 -0.558 -0.137
C 0.034331 -2.334972 -2.680541 -0.122 -0.019 0.485
C -1.032886 -1.834413 -0.373629 0.329 0.122 0.055
C -0.214027 -1.102103 0.677718 0.172 0.479 -0.037
N 0.676791 0.470903 -1.194389 1.459 -0.620 0.903
C 0.504113 0.127382 -2.472929 -0.333 -0.120 -0.747
C 0.301175 -1.081068 -3.164339 -0.152 0.248 0.205
C -1.142728 -4.855222 -2.884500 0.103 0.636 -0.282
C -0.535188 -5.855260 -2.145068 -0.122 -0.123 0.114
C -1.357791 -6.746903 -1.467988 0.065 0.101 -0.090
N -2.684964 -6.694436 -1.508354 -0.102 -0.215 0.137
C -3.251524 -5.741942 -2.238529 0.037 0.134 -0.111
C -2.526698 -4.791854 -2.948954 -0.082 -0.188 0.215
H -1.704019 -2.561565 0.091181 0.069 -0.032 0.005
H 0.216130 -1.688027 1.482679 -0.046 -0.027 -0.008
H 0.529530 0.995298 -3.126439 0.007 -0.030 0.042
H 0.318413 -0.972230 -4.243121 -0.056 0.043 -0.006
H 0.538678 -5.929503 -2.072247 0.054 0.067 -0.022
H -0.929165 -7.535776 -0.859652 0.020 0.008 -0.020
H -4.336306 -5.735928 -2.255703 0.017 0.036 -0.016
H -3.022856 -4.021846 -3.522592 0.018 0.029 0.013
N -1.804910 4.248394 0.511656 -0.524 0.123 -0.314
C -1.170179 4.995385 -0.438103 0.323 -0.300 0.055
N -1.578567 6.242414 -0.661152 -0.115 0.175 0.179
S 0.169240 4.372980 -1.251154 -0.091 0.754 -0.687
H -2.578490 4.696809 0.983866 0.035 0.038 0.083
H -2.069859 3.287958 0.201609 0.059 -0.077 -0.027
H -2.398641 6.628526 -0.224788 -0.025 -0.055 -0.005
H -1.064560 6.815882 -1.305533 0.076 -0.008 -0.011